Record 1
Molecular formula: H40O20
Method: DFT, the ωB97M-V functional and the def2-TZVPD basis

Each line ends with the Mulliken charge.
Positions of all 60 atoms, in Å:
O -1.701 3.683 1.577  -0.36
H -1.231 3.009 2.061  0.10
H -0.952 4.346 1.681  0.29
O 1.351 -5.646 1.699  -0.65
H 0.472 -5.671 2.014  0.34
H 1.215 -5.716 0.703  0.30
O 2.547 -0.654 2.216  -0.80
H 3.139 -0.805 1.463  0.40
H 1.689 -1.155 2.177  0.30
O 2.059 4.207 1.023  -0.42
H 2.415 4.495 1.849  0.27
H 2.880 4.350 0.513  0.23
O 0.054 1.873 4.578  -0.62
H 0.505 1.743 3.750  0.40
H 0.452 1.125 5.232  0.31
O -0.375 -1.261 -4.671  -0.60
H -0.972 -1.457 -3.955  0.28
H -0.658 -1.996 -5.206  0.31
O -0.963 -4.474 -2.583  -0.63
H -0.473 -5.317 -2.908  0.34
H -0.861 -4.874 -1.721  0.25
O 2.916 0.805 -2.178  -0.66
H 2.978 1.388 -2.878  0.19
H 2.152 0.706 -1.595  0.36
O 3.889 -0.049 -0.022  -0.63
H 3.621 -0.554 -0.756  0.36
H 3.710 0.856 -0.205  0.28
O -1.482 -4.689 2.032  -0.66
H -1.448 -3.794 1.527  0.32
H -1.272 -4.522 2.947  0.32
O 4.114 -1.400 -3.868  -0.64
H 3.154 -1.216 -3.980  0.32
H 4.581 -0.515 -4.156  0.30
O -4.553 1.318 2.222  -0.69
H -3.821 1.726 1.618  0.20
H -4.847 2.251 2.448  0.33
O 0.027 -0.474 -1.212  -0.59
H -0.055 0.391 -1.592  0.24
H -0.516 -0.885 -0.596  0.24
O -1.837 3.648 -2.001  -0.64
H -1.871 4.565 -2.286  0.32
H -2.493 3.543 -1.259  0.24
O -4.198 2.200 -0.939  -0.42
H -4.940 2.468 -1.474  0.29
H -4.063 3.049 -0.399  0.16
O -1.090 -0.920 3.671  -0.65
H -0.561 -1.359 4.291  0.29
H -1.868 -0.357 3.866  0.30
O 0.991 1.537 1.869  -0.80
H 0.150 1.400 1.440  0.28
H 1.546 0.791 1.928  0.37
O 1.457 -3.278 -1.311  -0.62
H 0.837 -3.013 -2.002  0.33
H 1.841 -2.425 -1.109  0.24
O 0.985 2.412 -1.805  -0.50
H 1.209 2.765 -0.946  0.26
H 0.220 2.744 -2.184  0.22
O -2.974 -0.251 -0.025  -0.93
H -3.262 -0.068 -0.895  0.28
H -3.824 -0.603 0.320  0.34

## Properties
**E_LUMO (spin up / spin down)**: 2.0 / 2.0 eV
**Net charge**: -1
**Spin multiplicity**: 2

Record 2
Molecular formula: H40O20
Method: DFT, the ωB97M-V functional and the def2-TZVPD basis

Each line ends with the Mulliken charge.
Positions of all 60 atoms, in Å:
O 1.287 -2.619 -0.385  -0.55
H 0.582 -2.885 0.221  0.36
H 0.861 -2.942 -1.213  0.21
O 2.598 1.682 1.978  -0.66
H 1.946 1.579 1.250  0.37
H 3.403 1.948 1.534  0.29
O 3.111 2.991 -0.888  -0.62
H 3.942 2.558 -1.105  0.29
H 2.521 3.176 -1.616  0.31
O 0.291 -4.306 -2.344  -0.67
H 0.139 -3.495 -2.860  0.35
H -0.598 -4.662 -2.254  0.32
O 0.268 -0.752 2.485  -0.59
H -0.366 -0.771 3.214  0.23
H 0.780 0.072 2.510  0.24
O -2.382 -0.253 3.598  -0.60
H -3.012 0.431 3.842  0.29
H -2.924 -0.895 3.128  0.30
O -1.994 -1.539 -0.184  -0.46
H -2.543 -2.301 -0.398  0.19
H -1.462 -1.732 0.598  0.15
O -0.402 2.662 -2.007  -0.70
H -0.810 3.535 -2.041  0.29
H -0.691 2.244 -1.222  0.14
O -0.941 1.045 0.653  0.01
H -0.460 0.568 -0.040  0.23
H -0.587 0.634 1.471  0.04
O -0.514 1.385 -4.366  -0.74
H -0.796 1.820 -3.531  0.40
H -1.219 0.716 -4.416  0.31
O 0.261 5.718 1.692  -0.69
H 0.912 5.000 1.625  0.34
H 0.058 5.702 2.637  0.34
O -0.675 3.138 3.231  -0.63
H -0.691 2.970 2.268  0.16
H -1.644 3.197 3.298  0.37
O -1.771 -4.305 0.477  -0.55
H -2.356 -5.069 0.461  0.26
H -1.059 -4.523 1.134  0.33
O 1.532 0.487 -0.178  -0.39
H 2.209 0.877 -0.741  0.19
H 1.915 -0.367 0.067  0.21
O 2.187 0.810 -4.430  -0.61
H 2.515 0.280 -5.148  0.30
H 1.247 0.903 -4.679  0.36
O -2.557 0.845 -1.607  -0.68
H -2.427 1.183 -0.702  0.41
H -2.329 -0.069 -1.328  0.38
O -1.381 3.655 0.469  -0.73
H -1.018 4.432 0.885  0.36
H -1.076 2.728 0.431  0.54
O -0.397 -1.484 -2.739  -0.64
H -0.516 -1.361 -1.788  0.34
H 0.160 -0.858 -3.205  0.34
O 0.095 -5.321 2.066  -0.72
H 0.833 -5.235 1.458  0.35
H 0.274 -4.661 2.750  0.35
O 1.875 -3.202 2.167  -0.67
H 1.584 -2.355 2.535  0.31
H 2.211 -3.008 1.278  0.34

## Properties
**E_LUMO**: -0.2 eV

Record 3
Molecular formula: H42O21
Method: DFT, the ωB97M-V functional and the def2-TZVPD basis

Each line ends with the Mulliken charge.
Positions of all 63 atoms, in Å:
O 0.083 1.761 -3.270  -0.56
H 0.285 1.331 -2.439  0.26
H 0.872 1.859 -3.756  0.29
O -1.701 -2.237 -1.286  -0.63
H -1.479 -3.136 -1.599  0.15
H -1.389 -1.665 -2.030  0.25
O -2.174 0.209 -4.558  -0.64
H -1.436 0.558 -4.866  0.26
H -2.323 0.383 -3.481  0.33
O -1.214 -2.296 1.924  -0.43
H -1.924 -2.966 1.718  0.28
H -1.005 -1.888 1.017  0.20
O 1.096 -4.244 -2.078  -0.60
H 0.163 -4.303 -2.110  0.30
H 1.469 -4.883 -1.538  0.26
O -2.440 -1.191 4.560  -0.67
H -1.616 -1.353 4.043  0.36
H -3.164 -1.234 3.861  0.31
O -4.348 2.586 -1.040  -0.61
H -4.681 1.689 -1.129  0.33
H -4.215 2.890 -1.898  0.29
O 3.704 -0.540 -2.561  -0.65
H 4.258 -0.257 -3.297  0.27
H 3.377 0.135 -1.959  0.44
O 1.507 -3.050 0.624  -0.46
H 1.758 -3.818 1.050  0.22
H 1.304 -3.054 -0.212  0.28
O -3.624 -1.318 0.419  -0.59
H -3.687 -0.434 0.899  0.33
H -2.823 -1.497 -0.019  0.32
O 0.079 1.281 4.209  -0.61
H 0.457 0.393 4.428  0.27
H 0.850 1.884 4.543  0.35
O 3.449 3.187 -0.288  -0.66
H 2.748 3.813 -0.210  0.32
H 3.800 2.974 0.604  0.27
O -0.026 -1.369 -3.314  -0.51
H 0.007 -2.271 -3.625  0.25
H 0.865 -0.720 -3.450  0.32
O -4.044 1.272 2.273  -0.61
H -3.330 1.344 2.749  0.30
H -3.524 1.701 1.406  0.30
O 0.683 2.744 2.479  -0.66
H 0.019 2.115 2.957  0.47
H 1.321 3.084 2.944  0.16
O -3.203 -2.160 -3.938  -0.65
H -2.678 -2.251 -3.191  0.38
H -2.900 -1.442 -4.514  0.43
O 1.994 0.411 1.429  -0.69
H 2.777 0.614 1.654  0.33
H 1.306 1.116 1.618  0.45
O 0.942 -1.711 3.381  -0.55
H 1.182 -2.189 2.566  0.26
H 1.055 -0.887 3.299  0.31
O 2.249 1.191 -1.332  -0.63
H 1.797 0.838 -0.605  0.23
H 2.486 2.083 -1.268  0.40
O 4.236 0.586 2.297  -0.62
H 4.916 1.272 2.176  0.28
H 4.473 -0.168 1.887  0.27
O 0.709 4.248 0.375  -0.64
H 0.895 5.161 0.851  0.30
H -0.222 3.817 0.621  0.29

## Properties
**E_LUMO**: -0.5 eV

Record 4
Molecular formula: H43O21
Method: DFT, the ωB97M-V functional and the def2-TZVPD basis

Each line ends with the Mulliken charge.
Positions of all 64 atoms, in Å:
O 0.405 0.577 -2.886  -0.60
H 3.778 -0.221 0.076  0.27
H -4.181 0.525 -0.910  0.24
O -0.670 3.773 -0.567  -0.60
H -1.404 3.451 -1.071  0.23
H 1.670 -1.800 -3.200  0.51
O -2.356 0.883 -3.781  -0.69
H -3.304 0.751 -3.583  0.33
H 1.568 2.667 3.429  0.31
O -0.639 -3.996 -0.702  -0.55
H 1.320 4.072 2.786  0.30
H 0.139 -3.315 2.162  0.28
O -2.449 3.310 -2.774  -0.71
H -1.073 -0.229 4.045  0.26
H -3.276 3.068 -2.343  0.29
O 1.001 3.126 2.778  -0.66
H 0.150 -4.408 -0.386  0.32
H 3.313 1.727 1.976  0.28
O 3.646 -1.025 2.920  -0.67
H -2.415 2.795 -3.631  0.36
H 3.961 -1.517 3.721  0.30
O 1.632 -1.824 -2.220  -0.54
H -0.214 0.909 -2.238  0.19
H 0.662 -2.505 -2.585  0.32
O 1.189 0.096 0.925  -0.11
H 2.067 -3.076 1.387  0.25
H 1.771 -0.540 0.509  0.10
O -0.395 0.123 3.372  -0.53
H 3.847 -1.384 0.995  0.32
H -0.346 1.103 3.496  0.27
O -1.372 3.136 1.944  -0.68
H -0.652 3.687 2.307  0.37
H -1.102 2.198 1.698  0.27
O 3.299 3.215 -1.494  -0.66
H 4.182 2.653 -1.396  0.34
H 3.429 4.178 -1.271  0.31
O 1.753 -3.058 0.427  -0.52
H 1.697 0.977 0.937  0.20
H 2.567 -3.294 -0.028  0.27
O 3.889 1.491 1.162  -0.62
H 3.601 2.193 0.501  0.36
H 0.796 -1.102 -2.110  0.40
O -3.594 -0.216 -0.958  -0.60
H -1.680 -0.811 -0.471  0.09
H -1.048 3.808 0.333  0.45
O -4.170 0.813 1.249  -0.64
H -1.141 -3.587 -0.039  0.27
O -3.796 -2.757 -0.084  -0.68
H -3.513 -2.151 -0.813  0.36
H -4.772 -2.805 -0.174  0.32
O -0.899 -0.545 -0.857  -0.09
H -0.543 0.089 -0.191  0.09
H 1.109 1.149 -2.979  0.28
O 0.315 -2.722 2.912  -0.57
H 2.654 -1.279 2.808  0.32
H -0.039 -3.146 3.798  0.28
O 0.044 -3.539 -2.991  -0.70
H -0.593 -3.168 -3.751  0.42
H -0.471 -3.654 -2.007  0.47
O 3.916 -1.238 0.051  -0.61
H -2.030 0.891 -2.917  0.37
H -3.694 -0.806 -0.236  0.46
H -3.541 1.293 0.774  0.28
H -4.003 0.987 2.166  0.30

## Properties
**E_LUMO**: -2.6 eV
**Net charge**: +1

Record 5
Molecular formula: H43O21
Method: DFT, the ωB97M-V functional and the def2-TZVPD basis

Each line ends with the Mulliken charge.
Positions of all 64 atoms, in Å:
O 3.195 -1.389 0.267  -0.64
H -0.032 0.121 2.850  0.31
H 2.754 -0.603 -0.055  0.19
O 1.173 0.334 -2.332  -0.53
H 1.387 0.812 -1.193  0.38
H 2.679 -1.680 1.067  0.39
O -1.403 0.466 -0.450  -0.39
H -1.249 -0.507 -0.573  0.14
H -5.702 -0.965 -0.402  0.26
O 1.113 -2.112 -3.526  -0.57
H -4.909 0.215 0.318  0.27
H -3.806 2.931 -3.024  0.27
O 1.946 0.047 5.124  -0.61
H 1.744 -0.837 4.856  0.27
H 1.919 0.696 4.448  0.32
O -4.850 -0.584 -0.213  -0.54
H 0.669 -2.361 -4.352  0.28
H -2.755 -0.726 2.992  0.27
O 0.135 2.730 -2.468  -0.51
H -0.575 3.337 -2.182  0.28
H 0.507 3.192 -3.246  0.23
O -0.202 -2.146 -0.975  -0.31
H -0.562 -2.912 -1.425  0.17
H 0.247 -2.568 -0.238  0.11
O -1.372 5.195 -0.522  -0.55
H -1.003 4.299 -0.364  0.30
H -2.205 5.057 -0.026  0.27
O 5.083 1.157 0.245  -0.68
H 4.314 0.586 0.265  0.38
H 5.228 1.632 1.077  0.32
O -3.192 -2.429 -1.146  -0.64
H -3.879 -3.067 -0.902  0.30
H -3.375 -1.747 -0.507  0.32
O 0.708 -4.902 0.644  -0.61
H 0.221 -5.552 0.027  0.30
H 1.358 -5.424 1.141  0.31
O 3.954 2.547 -1.748  -0.67
H 4.720 2.129 -1.285  0.39
H 3.276 1.881 -1.492  0.30
O -1.882 -1.062 3.136  -0.58
H -1.541 -1.479 3.921  0.30
H 0.325 1.106 0.005  0.23
O -3.227 3.122 0.647  -0.62
H -3.346 3.678 1.472  0.31
H 1.126 -0.733 -2.291  0.45
O 2.785 -1.765 3.100  -0.60
H 1.961 -1.899 -3.946  0.30
O -2.636 -0.408 -2.761  -0.64
H -3.436 -0.524 -3.300  0.27
H -2.514 -1.191 -2.188  0.28
O 1.237 1.412 -0.171  -0.32
H 1.068 2.302 -0.645  0.53
H 0.231 0.252 -2.586  0.36
O -3.232 3.256 -2.334  -0.53
H -3.566 3.919 0.131  0.28
H -3.437 2.709 -1.567  0.28
O 0.797 -3.575 2.811  -0.63
H 1.046 -4.436 2.415  0.30
H 0.337 -3.001 2.195  0.27
O 0.756 0.683 2.859  -0.54
H -2.115 0.528 -1.117  0.27
H 0.828 0.789 1.898  0.26
H 2.020 -2.380 3.263  0.40
H 3.343 -2.580 3.267  0.28

## Properties
**E_LUMO**: -2.9 eV
**Net charge**: +1

Record 6
Molecular formula: H43O21
Method: DFT, the ωB97M-V functional and the def2-TZVPD basis

Each line ends with the Mulliken charge.
Positions of all 64 atoms, in Å:
O -1.203 -4.515 -1.104  -0.60
H -2.719 1.202 -3.378  0.28
H 1.284 1.358 1.526  0.29
O -3.700 1.946 0.280  -0.56
H -3.982 1.550 -0.520  0.29
H 3.245 0.605 0.707  0.31
O 1.607 -2.344 1.244  -0.61
H 2.532 -2.352 1.000  0.31
H 3.821 -0.951 -1.830  0.30
O 0.428 2.022 -3.612  -0.53
H 3.665 0.656 -2.097  0.28
H 0.765 1.407 3.665  0.22
O 2.690 2.907 -2.239  -0.58
H -2.228 -0.198 2.899  0.27
H 2.941 2.737 -1.332  0.28
O 4.180 -0.070 -1.904  -0.61
H -1.781 2.279 -2.610  0.34
H -0.561 2.966 1.244  0.27
O -1.358 -1.805 3.604  -0.59
H 3.120 3.765 -2.246  0.28
H -1.032 4.770 -2.114  0.33
O 3.886 0.829 1.388  -0.56
H -0.340 -4.459 -0.696  0.30
H -0.113 3.748 -2.563  0.33
O -0.563 0.839 -0.439  0.10
H 2.949 -3.777 -0.341  0.30
H -0.319 1.691 0.080  -0.14
O -1.625 0.485 2.486  -0.40
H 1.120 2.620 -3.413  0.24
H -1.008 0.428 -2.407  0.41
O -1.458 -2.596 -2.872  -0.50
H -1.097 -3.561 -2.806  0.29
H -1.717 -2.544 2.968  0.27
O 1.343 -1.139 4.164  -0.60
H 0.474 -1.080 4.496  0.31
H -1.707 -2.247 4.441  0.30
O 2.427 -3.240 -0.980  -0.56
H -0.308 0.324 0.386  0.29
H 2.362 -3.659 -1.881  0.28
O 0.414 3.007 1.247  -0.70
H 0.482 3.596 2.025  0.28
H 4.713 1.003 0.951  0.28
O 1.303 0.445 1.190  -0.34
H -0.430 -0.978 -1.723  0.40
H -3.870 2.883 0.074  0.28
O -0.786 -1.857 -0.516  -0.57
H -2.281 -2.362 -3.251  0.23
O -3.587 -1.720 1.787  -0.55
H -3.762 -0.750 1.843  0.25
H -4.220 -2.343 2.091  0.28
O -0.226 -0.309 -2.613  -0.65
H 0.191 0.284 -1.903  0.80
H -1.662 -5.225 -0.671  0.27
O 0.272 2.245 3.706  -0.61
H -2.092 0.869 1.735  0.19
H 1.300 -2.012 3.777  0.32
O -0.923 4.165 -2.842  -0.61
H -0.507 1.978 4.245  0.33
H 0.681 1.308 -4.198  0.24
O -2.146 1.352 -2.658  -0.54
H 1.580 -1.452 1.597  0.00
H 1.077 0.024 2.062  0.26
H -1.570 -2.462 -0.758  0.35
H 0.030 -2.288 -0.388  0.17

## Properties
**E_LUMO**: -2.5 eV
**Net charge**: +1

Computed energy above the lowest of the compared OMol25 structures with the same formula, charge and spin (kcal per mole) in order:
60.2 55.3 296.3 143.0 123.5 127.9
Computed E (a.u.) in order:
-1528.650665 -1528.794778 -1604.951889 -1605.453273 -1605.484337 -1605.477358